No. 1
Computed, not measured: a 2-piece molecular cluster, C8H16N2 overall at a distorted geometry, with ωB97M-V with the def2-TZVPD basis set.

Values from the calculation:
Charge = 0
E_LUMO = 0.897 eV
HOMO-LUMO gap = 8.63 eV
Spin multiplicity = 1
ΔE to the lowest compared entry with this formula, charge and spin = 666.5 kJ/mol
E_HOMO = -7.730 eV

XYZ file:
```
26
C8H16N2, DFT ωB97M-V with the def2-TZVPD basis set
C -2.612 -0.894 0.958
C -1.740 -0.908 -0.003
C -0.085 0.466 -0.177
C -1.644 -1.773 -1.189
C -1.009 2.744 0.751
C 1.683 -1.674 0.410
C 3.369 0.132 -0.212
C -0.856 1.764 -0.455
N 1.140 0.646 -0.263
N 2.021 -0.284 -0.130
H -2.221 -0.192 1.847
H -3.559 -1.311 1.155
H -1.165 -1.240 -1.973
H -2.534 -2.145 -1.581
H -1.191 -2.697 -0.921
H -1.371 2.069 1.486
H -1.782 3.407 0.333
H -0.085 3.253 1.059
H 0.630 -1.523 0.524
H 1.640 -2.553 -0.303
H 2.230 -1.997 1.249
H 3.879 -0.079 -1.044
H 3.473 1.238 0.015
H 4.052 -0.308 0.552
H -0.367 2.364 -1.238
H -1.894 1.494 -0.850
```

Atom charges from the Löwdin analysis, given in e for atoms 1 to 2: number 1, C, carries -0.008; number 2, C, carries -0.215


No. 2
Computed, not measured: a 2-piece molecular cluster, C8H16N2 overall at a distorted geometry, with ωB97M-V with the def2-TZVPD basis set.

Values from the calculation:
Charge = +1
E_LUMO (spin up / spin down) = -3.938 / -7.994 eV
HOMO-LUMO gap (spin up / spin down) = 9.44 / 5.38 eV
Spin multiplicity = 2
⟨S²⟩ = 0.7600
ΔE to the lowest compared entry with this formula, charge and spin = 92.7 kJ/mol
E_HOMO (spin up / spin down) = -13.375 / -13.375 eV

XYZ file:
```
26
C8H16N2, DFT ωB97M-V with the def2-TZVPD basis set
C -1.124 2.386 0.157
C -2.681 0.013 2.167
C -2.110 1.437 0.665
C -3.392 0.967 0.326
N -1.752 0.881 1.885
N -3.806 0.175 1.331
H -2.763 -0.721 2.955
H -4.672 -0.341 1.331
H -4.108 1.093 -0.472
H -0.386 2.584 0.930
H -1.481 3.306 -0.308
H -0.502 1.893 -0.608
C 1.599 -1.046 -0.753
C 2.282 -1.715 -1.997
C 2.129 -1.690 0.532
C 1.948 0.453 -0.723
H 0.525 -1.120 -0.956
H 3.107 -2.398 -1.777
H 2.848 -0.962 -2.540
H 3.096 -1.303 0.866
H 1.412 -1.538 1.342
H 2.436 -2.722 0.410
H 1.874 0.912 -1.723
H 1.135 0.981 -0.242
H 2.897 0.661 -0.245
H 1.489 -2.183 -2.553
```

Atom charges from the Löwdin analysis, given in e for atoms 1 to 2: number 1, C, carries 0.007; number 2, C, carries -0.026


No. 3
Computed, not measured: an isolated ion of composition C8H16N2O2 and charge +2 at a distorted geometry, with ωB97M-V with the def2-TZVPD basis set.

Values from the calculation:
Charge = +2
E_LUMO = -7.528 eV
Structure (SMILES) = C[NH2+][C@@H](O)C1=C[C@@H](OC)[NH2+]C=C1
HOMO-LUMO gap = 9.73 eV
Spin multiplicity = 1
ΔE to the lowest compared entry with this formula, charge and spin = 67.1 kJ/mol
E_HOMO = -17.255 eV

XYZ file:
```
28
C8H16N2O2, DFT ωB97M-V with the def2-TZVPD basis set
C 2.135 -3.212 -1.962
N 1.777 -1.840 -1.408
C 0.854 -1.806 0.093
O 1.715 -2.274 0.980
C 0.353 -0.408 0.305
C -0.755 0.125 -0.233
C -1.120 1.547 0.099
O -2.346 1.763 -0.432
C -3.089 3.000 -0.384
N -1.060 1.889 1.579
C 0.290 1.376 1.991
C 0.972 0.391 1.418
H 2.207 -3.976 -1.133
H 1.525 -3.348 -2.896
H 3.158 -3.049 -2.114
H 2.681 -1.519 -1.104
H 1.495 -1.230 -2.189
H -0.087 -2.461 -0.218
H 1.605 -3.188 1.330
H -1.387 -0.446 -0.919
H -0.260 2.114 -0.396
H -3.155 3.475 0.650
H -4.106 2.904 -0.736
H -2.670 3.772 -1.040
H -1.949 1.507 2.132
H -1.216 2.903 1.704
H 0.521 1.850 2.982
H 1.914 0.140 1.901
```

Atom charges from the Löwdin analysis, given in e for atoms 1 to 2: number 1, C, carries 0.013; number 2, N, carries 0.059


No. 4
Computed, not measured: a 2-piece molecular cluster, C8H16N2O2S3 overall at a distorted geometry, with ωB97M-V with the def2-TZVPD basis set.

Values from the calculation:
Charge = 0
E_LUMO = 0.151 eV
Structure (SMILES) = CNC(=O)[C@@H]1CCCN1C(C)=O.SSS
HOMO-LUMO gap = 9.57 eV
Spin multiplicity = 1
E_HOMO = -9.423 eV

XYZ file:
```
31
C8H16N2O2S3, DFT ωB97M-V with the def2-TZVPD basis set
C 3.097 -0.974 1.721
N 1.753 -0.513 1.381
C 0.951 -1.110 0.488
O 1.311 -2.096 -0.139
C -0.440 -0.503 0.227
C -0.535 0.042 -1.208
C -1.204 1.410 -1.071
C -0.763 1.853 0.318
N -0.756 0.631 1.103
C -1.146 0.570 2.392
C -1.326 -0.786 3.054
O -1.358 1.575 3.059
H 3.483 -0.414 2.575
H 3.759 -0.833 0.865
H 3.071 -2.037 1.970
H 1.406 0.317 1.838
H -1.191 -1.283 0.354
H 0.464 0.176 -1.627
H -1.120 -0.623 -1.845
H -0.872 2.104 -1.844
H -2.288 1.294 -1.093
H -1.464 2.589 0.718
H 0.243 2.273 0.280
H -2.070 -1.362 2.508
H -1.677 -0.632 4.074
H -0.380 -1.323 3.079
S -0.328 1.420 -5.443
S -1.437 -0.270 -4.923
S 0.078 -1.708 -4.909
H 0.163 1.773 -4.238
H 0.575 -1.558 -3.662
```

Atom charges from the Löwdin analysis, given in e for atoms 1 to 2: number 1, C, carries -0.050; number 2, N, carries 0.028


No. 5
Computed, not measured: a single C8H16N2O3S2 molecule at a distorted geometry, with ωB97M-V with the def2-TZVPD basis set.

Values from the calculation:
Charge = 0
E_LUMO = 0.425 eV
Structure (SMILES) = CSCC[C@H](NC(=O)[C@@H](N)CS)C(=O)O
HOMO-LUMO gap = 8.93 eV
Spin multiplicity = 1
ΔE to the lowest compared entry with this formula, charge and spin = 154.5 kJ/mol
E_HOMO = -8.505 eV

XYZ file:
```
31
C8H16N2O3S2, DFT ωB97M-V with the def2-TZVPD basis set
C -5.454 -0.495 -0.396
S -3.945 -1.443 -0.280
C -2.782 -0.108 -0.112
C -1.379 -0.369 0.430
C -0.450 0.687 -0.043
N 0.960 0.449 0.427
C 1.548 -0.780 0.182
O 1.049 -1.692 -0.513
C 2.978 -1.021 0.740
N 3.306 -2.354 0.856
C 4.031 -0.565 -0.302
S 3.773 1.129 -0.963
C -0.917 2.104 0.316
O -1.625 2.781 -0.375
O -0.591 2.308 1.578
H -5.431 0.254 -1.262
H -5.891 -0.010 0.526
H -6.181 -1.261 -0.687
H -3.250 0.625 0.479
H -2.757 0.238 -1.127
H -1.241 -0.472 1.494
H -1.077 -1.373 -0.037
H -0.427 0.647 -1.158
H 1.498 1.289 0.389
H 3.317 -0.372 1.527
H 2.708 -2.743 0.100
H 2.940 -2.821 1.705
H 4.996 -0.743 0.155
H 4.015 -1.224 -1.169
H 3.520 0.865 -2.222
H 0.030 1.567 1.788
```

Atom charges from the Löwdin analysis, given in e for atoms 1 to 2: number 1, C, carries -0.459; number 2, S, carries 0.809


No. 6
Computed, not measured: a single C8H16N2O4 molecule at a distorted geometry, with ωB97M-V with the def2-TZVPD basis set.

Values from the calculation:
Charge = 0
E_LUMO = 0.565 eV
Structure (SMILES) = CC(C)[C@H](NC(=O)[C@@H](N)CO)C(=O)O
HOMO-LUMO gap = 9.62 eV
Spin multiplicity = 1
ΔE to the lowest compared entry with this formula, charge and spin = 329.4 kJ/mol
E_HOMO = -9.060 eV

XYZ file:
```
30
C8H16N2O4, DFT ωB97M-V with the def2-TZVPD basis set
C 0.034 -3.072 0.408
C -1.058 -1.931 0.419
C -1.624 -1.630 1.883
C -0.216 -0.744 -0.208
N -0.956 0.443 -0.161
C -0.723 1.536 0.775
O -1.590 2.348 1.028
C 0.669 1.631 1.148
N 1.159 0.445 1.785
C 1.612 2.258 -0.068
O 0.942 2.581 -1.312
C 0.383 -0.933 -1.604
O 0.770 -0.140 -2.420
O 0.164 -2.211 -1.963
H -0.010 -3.586 1.367
H -0.363 -3.756 -0.366
H 1.064 -2.627 0.161
H -2.074 -2.113 -0.135
H -1.757 -2.506 2.416
H -0.910 -0.785 2.191
H -2.572 -1.183 1.837
H 0.538 -0.697 0.689
H -1.897 0.492 -0.543
H 0.708 2.418 1.936
H 0.927 0.370 2.851
H 2.109 0.299 1.609
H 2.168 3.108 0.312
H 2.411 1.489 -0.218
H 0.790 1.765 -1.815
H 0.697 -2.213 -2.851
```

Atom charges from the Löwdin analysis, given in e for atoms 1 to 2: number 1, C, carries -0.071; number 2, C, carries -0.305


No. 7
Computed, not measured: an isolated ion of composition C8H16N3 and charge +1 at a distorted geometry, with ωB97M-V with the def2-TZVPD basis set.

Values from the calculation:
Charge = +1
E_LUMO = -3.003 eV
Structure (SMILES) = [H]/N=C1\[C@@H](/N=C/CC)[N@H+](C)[C@H]1C
HOMO-LUMO gap = 9.99 eV
Spin multiplicity = 1
ΔE to the lowest compared entry with this formula, charge and spin = 420.8 kJ/mol
E_HOMO = -12.994 eV

XYZ file:
```
27
C8H16N3, DFT ωB97M-V with the def2-TZVPD basis set
H -0.536 -2.970 1.425
N -1.213 -2.474 0.863
C -1.203 -1.247 0.654
C -0.325 0.274 0.855
N 0.861 0.471 0.263
C 2.060 0.115 0.476
C 3.156 0.429 -0.413
C 4.236 -0.574 -0.272
N -1.459 0.794 -0.070
C -2.222 1.955 0.514
C -2.262 -0.476 -0.089
C -2.655 -0.771 -1.559
H -0.584 0.618 1.785
H 2.223 -0.486 1.289
H 3.464 1.334 0.012
H 2.648 0.508 -1.316
H 3.856 -1.492 -0.575
H 4.495 -0.792 0.735
H 5.231 -0.436 -0.619
H -0.947 1.171 -0.847
H -2.925 1.778 1.380
H -1.365 2.727 0.789
H -2.872 2.601 -0.104
H -3.168 -0.635 0.628
H -1.952 -0.729 -2.345
H -3.522 0.025 -1.887
H -3.020 -1.719 -1.573
```

Atom charges from the Löwdin analysis, given in e for atoms 1 to 2: number 1, H, carries 0.080; number 2, N, carries 0.202


No. 8
Computed, not measured: a 2-piece molecular cluster, C8H16N3O2P overall at a distorted geometry, with ωB97M-V with the def2-TZVPD basis set.

Values from the calculation:
Charge = 0
E_LUMO (spin up / spin down) = -0.114 / -1.172 eV
HOMO-LUMO gap (spin up / spin down) = 8.23 / 5.73 eV
Spin multiplicity = 1
ΔE to the lowest compared entry with this formula, charge and spin = 261.4 kJ/mol
E_HOMO (spin up / spin down) = -8.344 / -6.897 eV

XYZ file:
```
30
C8H16N3O2P, DFT ωB97M-V with the def2-TZVPD basis set
C -3.081 -0.395 -0.906
C -2.574 0.749 -1.463
C -2.958 -0.266 0.496
C 3.308 1.961 0.800
C 0.859 -2.805 -0.374
C 3.466 0.555 0.305
C 0.401 -1.454 -0.829
C -1.344 2.581 -0.488
N -2.281 0.887 0.754
N -2.081 1.505 -0.401
N -3.263 -1.103 1.535
O 1.000 -0.459 1.741
O 2.323 0.167 -0.443
P 0.784 -0.070 0.303
H -3.634 -1.246 -1.364
H -2.487 1.221 -2.404
H 2.725 2.465 -0.115
H 2.597 2.012 1.650
H 4.345 2.381 0.882
H 0.024 -3.117 0.305
H 1.099 -3.473 -1.207
H 1.710 -2.689 0.325
H 3.572 -0.145 1.179
H 4.239 0.582 -0.387
H -0.785 -1.611 -0.925
H 0.799 -1.097 -1.765
H -1.239 2.904 0.550
H -1.341 3.136 -1.333
H -3.569 -2.079 1.341
H -2.611 -1.097 2.238
```

Atom charges from the Löwdin analysis, given in e for atoms 1 to 2: number 1, C, carries -0.061; number 2, C, carries -0.052


Q: Look up the charge of the second one.
A: +1


Q: Which formula does entry 6 have?
A: C8H16N2O4


Q: spin multiplicity of number 6 (C8H16N2O4)?
A: 1


Q: The highest spin multiplicity belongs to which entry?
A: number 2